[1]
Here is C25H36N4O2 in the gas phase from the Open Molecules 2025 dataset. Energies are from wB97M-V/def2-TZVPD.

Each line ends with the natural charge from an NBO analysis.
Positions of all 67 atoms, in Å:
C  -4.93101  -1.86022  -1.43703  -0.61
C  -4.04880  -0.75997  -0.86169  -0.40
C  -4.86382  0.47739  -0.48226  -0.20
N  -4.01032  1.53223  0.04895  -0.48
C  -4.64718  2.29974  1.10890  -0.21
C  -4.65983  1.54672  2.44151  -0.40
C  -3.25919  1.14324  2.88428  -0.61
C  -3.46514  2.37573  -1.00537  -0.22
C  -2.13543  3.01486  -0.58711  -0.24
N  -1.21744  2.00346  -0.12872  -0.62
C  -0.08698  1.67505  -0.79715  0.67
O  0.33633  2.32497  -1.73300  -0.63
C  0.57882  0.45005  -0.26734  -0.19
C  -0.16373  -0.66070  -0.00482  0.04
N  0.36162  -1.83676  0.43214  -0.39
C  -0.52751  -2.97020  0.59721  -0.22
C  -1.00636  -3.54310  -0.74432  -0.22
C  0.18099  -4.00154  -1.58544  -0.61
C  -1.96624  -4.70011  -0.48181  -0.60
C  1.71488  -2.02874  0.69325  0.62
O  2.12249  -3.10712  1.11598  -0.66
C  2.50776  -0.86264  0.42122  0.04
C  1.98187  0.34138  -0.06625  0.02
C  3.08289  1.23873  -0.20618  -0.05
C  3.21762  2.55742  -0.64006  -0.18
C  4.47198  3.12370  -0.63802  -0.25
C  5.59525  2.40571  -0.21702  -0.19
C  5.49397  1.09949  0.20758  -0.26
C  4.23016  0.51686  0.21104  0.16
N  3.86290  -0.74568  0.58251  -0.32
C  4.76363  -1.75871  1.05864  -0.42
H  -5.43858  -1.51188  -2.33383  0.21
H  -5.68533  -2.16287  -0.71374  0.20
H  -4.33530  -2.73189  -1.69702  0.21
H  -3.54476  -1.12858  0.03445  0.19
H  -3.28553  -0.48608  -1.59331  0.20
H  -5.43554  0.82630  -1.35731  0.17
H  -5.58659  0.19023  0.28323  0.19
H  -5.67888  2.58444  0.83806  0.17
H  -4.07828  3.22075  1.24651  0.19
H  -5.11144  2.19755  3.19298  0.21
H  -5.28209  0.65343  2.36508  0.19
H  -3.29215  0.66157  3.85872  0.21
H  -2.61205  2.01472  2.95283  0.20
H  -2.83071  0.44461  2.17016  0.20
H  -4.17094  3.16727  -1.30862  0.18
H  -3.27305  1.74456  -1.87492  0.20
H  -2.28791  3.75251  0.20723  0.19
H  -1.67495  3.51173  -1.44361  0.24
H  -1.57622  1.40111  0.59501  0.41
H  -1.23158  -0.67262  -0.16216  0.22
H  0.03932  -3.73229  1.13808  0.25
H  -1.38644  -2.66510  1.20306  0.20
H  -1.54139  -2.75864  -1.29238  0.19
H  0.82426  -3.16076  -1.83610  0.21
H  -0.16314  -4.45518  -2.51195  0.21
H  0.77245  -4.73125  -1.03767  0.22
H  -1.45860  -5.49576  0.05830  0.21
H  -2.81843  -4.37135  0.10948  0.20
H  -2.33558  -5.10547  -1.42069  0.21
H  2.35679  3.10468  -0.98699  0.24
H  4.59845  4.14302  -0.97139  0.21
H  6.56284  2.88602  -0.23094  0.21
H  6.36476  0.54627  0.52524  0.22
H  5.51998  -1.97873  0.30166  0.20
H  5.26399  -1.42296  1.97006  0.20
H  4.19087  -2.65917  1.27085  0.27

## Properties
Net charge = 0
Relative energy (zero: lowest compared OMol25 entry of this formula, charge and spin) = 52.4 kJ/mol
Energy = -36566.774 eV
LUMO energy = 0.63 eV
Spin multiplicity = 1
SMILES string = CCCN(CCC)CCNC(=O)c1cn(CC(C)C)c(=O)c2c1c1ccccc1n2C


[2]
Here is a molecular structure, C35H67BrClIN3O14S at a distorted geometry from the Open Molecules 2025 dataset. Energies are from wB97M-V/def2-TZVPD.

Each line ends with the Mulliken charge.
Positions of all 123 atoms, in Å:
C  7.01202  -5.31007  -1.74145  -1.39
C  6.40740  -4.13972  -2.51892  -0.10
C  5.05167  -3.71498  -1.97147  -1.27
Br  3.93224  -5.34081  -1.84247  -0.01
C  4.36644  -2.54535  -2.79310  1.60
C  5.23546  -1.89024  -3.87107  -2.04
C  6.44537  -1.17191  -3.33117  0.38
O  6.73182  -1.01482  -2.16300  -0.40
Cl  7.48267  -0.53072  -4.62502  -0.20
N  3.30424  -3.20773  -3.66023  -0.52
C  2.06631  -2.70603  -3.34320  -0.15
N  0.96116  -3.24573  -3.73238  0.03
C  -0.34633  -2.67030  -3.40976  -1.01
C  -0.76185  -1.62776  -4.43403  0.64
C  -0.98918  -2.21176  -5.81267  -1.57
O  0.27224  -0.64453  -4.55726  -0.59
N  2.11315  -1.58079  -2.54421  -0.20
C  3.45609  -1.60512  -1.90965  -0.04
S  3.18598  -2.22724  -0.19877  -0.25
I  3.95676  0.49997  -1.74485  0.34
H  6.91637  -6.24216  -2.27774  0.39
H  8.06480  -5.12885  -1.54905  0.45
H  6.54219  -5.41598  -0.77389  0.15
H  6.39328  -4.32408  -3.58877  0.29
H  7.07852  -3.30244  -2.35102  0.20
H  5.17899  -3.41453  -0.94343  0.84
H  4.62522  -1.12900  -4.35782  0.77
H  5.55277  -2.61960  -4.60535  0.67
H  3.44308  -2.95935  -4.63690  0.43
H  1.01649  -4.08941  -4.28208  0.34
H  -1.08006  -3.46207  -3.32610  0.52
H  -0.26348  -2.20705  -2.43255  0.45
H  -1.65601  -1.14392  -4.05890  0.22
H  -1.72839  -3.00531  -5.80336  0.38
H  -1.37026  -1.41737  -6.44521  0.39
H  -0.04949  -2.53712  -6.24934  0.36
H  -0.05209  0.17812  -4.18904  0.31
H  2.03269  -0.75645  -3.13439  0.37
H  3.55854  -1.15672  0.50555  0.21
O  2.18113  3.74982  0.46577  -0.53
C  3.15562  4.36456  0.81035  0.79
O  4.35191  3.95885  0.35791  -0.32
C  5.56785  4.69652  0.54597  -0.41
C  6.20213  4.41237  1.89084  -0.97
C  3.07210  5.51958  1.77837  -1.17
H  5.39725  5.76099  0.38304  0.35
H  6.22547  4.35794  -0.25212  0.32
H  5.55904  4.72232  2.71439  0.28
H  7.15097  4.94024  1.97992  0.37
H  6.38465  3.34372  2.00216  0.29
H  3.04002  5.12152  2.79251  0.28
H  2.14895  6.05955  1.58358  0.35
H  3.89202  6.22842  1.70120  0.40
O  -0.24996  1.33427  5.87860  -0.56
C  -0.17702  1.38449  4.68542  0.73
O  0.03290  2.57751  4.09564  -0.40
C  0.30399  2.72294  2.69817  -0.37
C  -0.96379  2.75501  1.87185  -0.62
C  -0.38033  0.15649  3.82516  -0.82
H  0.99945  1.95571  2.35674  0.44
H  0.82051  3.67247  2.60461  0.03
H  -1.52159  1.82033  1.95285  0.14
H  -0.71886  2.92614  0.82341  0.28
H  -1.61785  3.55570  2.21844  0.34
H  -1.45022  -0.00180  3.69597  0.21
H  0.03876  -0.69670  4.35216  0.31
H  0.09338  0.20965  2.84732  0.27
O  -3.35044  0.26013  -2.73632  -0.65
C  -3.60929  0.94059  -1.77379  0.72
O  -4.65935  0.60886  -1.02287  -0.38
C  -4.95415  1.24995  0.22970  0.10
C  -5.70304  2.54590  0.02619  -0.53
C  -2.82594  2.19140  -1.45075  -0.53
H  -4.04327  1.38683  0.81420  -0.06
H  -5.57093  0.54176  0.77831  0.10
H  -5.11111  3.26962  -0.53535  0.02
H  -5.96206  2.98626  0.98895  0.30
H  -6.61926  2.37171  -0.53809  0.33
H  -3.21113  3.01070  -2.05836  0.25
H  -1.78306  2.01962  -1.70933  0.29
H  -2.86263  2.48160  -0.40467  0.03
O  6.37682  -7.83181  -0.27414  -0.49
C  5.87844  -7.97038  0.80704  0.82
O  5.11475  -6.97067  1.29083  -0.31
C  4.33217  -7.08886  2.48239  -0.44
C  5.14644  -6.81238  3.72895  -1.00
C  6.14291  -9.18747  1.66056  -1.21
H  3.83456  -8.05879  2.51908  0.37
H  3.55065  -6.33814  2.37763  0.34
H  5.95163  -7.53610  3.85320  0.28
H  4.51089  -6.85183  4.61333  0.38
H  5.60139  -5.82386  3.66851  0.30
H  7.09075  -9.04756  2.17839  0.29
H  6.22653  -10.04921  1.00387  0.33
H  5.36618  -9.40087  2.39056  0.35
O  -4.24072  5.71055  -1.82283  -0.56
C  -4.46369  6.44109  -0.89621  0.81
O  -5.53902  6.19618  -0.13022  -0.36
C  -5.80958  6.87693  1.09953  -0.39
C  -6.52253  8.19374  0.87547  -1.03
C  -3.60499  7.65084  -0.61145  -1.07
H  -4.89477  6.99419  1.68225  0.35
H  -6.45268  6.19899  1.65742  0.34
H  -5.91209  8.89050  0.30109  0.28
H  -6.76722  8.65875  1.83016  0.37
H  -7.44470  8.03062  0.31860  0.32
H  -3.93281  8.46666  -1.25402  0.28
H  -2.57648  7.40157  -0.85897  0.31
H  -3.62679  7.98189  0.42374  0.36
O  -6.94493  0.88610  3.24950  -0.57
C  -7.94544  0.24024  3.09988  0.82
O  -7.84814  -1.09941  3.07377  -0.35
C  -8.98631  -1.96696  3.05600  -0.42
C  -9.52029  -2.17597  1.65442  -0.96
C  -9.28683  0.89682  2.86974  -1.04
H  -9.75310  -1.60725  3.74285  0.38
H  -8.62336  -2.91044  3.45847  0.31
H  -9.87504  -1.24386  1.21455  0.28
H  -10.34717  -2.88567  1.66625  0.35
H  -8.73410  -2.56489  1.00765  0.29
H  -9.36684  1.16085  1.81594  0.23
H  -9.32375  1.80639  3.46332  0.34
H  -10.14036  0.28481  3.14889  0.35

## Properties
Net charge = +1
Energy = -172011.989 eV
LUMO energy = -3.06 eV
Spin multiplicity = 1


[3]
Here is C3H4ClN3O in the gas phase at a distorted geometry from the Open Molecules 2025 dataset. Energies are from wB97M-V/def2-TZVPD.

Each line ends with the natural charge from an NBO analysis.
Positions of all 12 atoms, in Å:
C  -1.19330  -1.03627  -0.20271  -0.46
N  -0.34766  -0.30530  0.61671  -0.26
N  -0.18404  1.05239  0.53403  -0.49
C  0.94939  1.57577  -0.03350  0.73
O  1.15506  2.74578  -0.26427  -0.57
N  1.84868  0.48166  -0.25489  -0.48
C  1.29736  -0.59690  0.10457  0.32
Cl  1.77417  -2.13656  -0.04167  0.15
H  -1.03706  -2.06609  0.10732  0.24
H  -2.15772  -0.52846  -0.21923  0.22
H  -1.14118  -0.76503  -1.31453  0.17
H  -0.96368  1.57902  0.96818  0.42

## Properties
Net charge = 0
Relative energy (zero: lowest compared OMol25 entry of this formula, charge and spin) = 297.9 kJ/mol
Energy = -22213.358 eV
LUMO energy = 0.34 eV
Spin multiplicity = 1
SMILES string = Cn1[nH]c(=O)nc1Cl


[4]
Here is C2H2ClNO in the gas phase at a distorted geometry from the Open Molecules 2025 dataset. Energies are from wB97M-V/def2-TZVPD.

Each line ends with the natural charge from an NBO analysis.
Positions of all 7 atoms, in Å:
Cl  -2.40510  0.01456  0.15254  0.09
C  -0.72110  0.07634  0.12032  -0.07
C  0.28847  0.85206  -0.31152  0.07
O  1.30823  -0.03208  -0.26844  -0.34
N  0.52322  -1.18851  -0.08364  -0.29
H  0.31483  1.86842  -0.42712  0.21
H  0.69144  -1.59078  0.81785  0.34

## Properties
Net charge = 0
Relative energy (zero: lowest compared OMol25 entry of this formula, charge and spin) = 367.2 kJ/mol
Energy = -18161.568 eV
LUMO energy = 0.74 eV
Spin multiplicity = 1
SMILES string = Clc1co[nH]1


[5]
Here is C2H4N2O2 in the gas phase at a distorted geometry from the Open Molecules 2025 dataset. Energies are from wB97M-V/def2-TZVPD.

Each line ends with the natural charge from an NBO analysis.
Positions of all 10 atoms, in Å:
O  -3.01923  0.67646  0.51043  -0.34
N  -2.08260  0.46492  1.19228  0.62
O  -1.98610  0.65728  2.42727  -0.41
N  -1.06553  -0.38441  0.71867  -0.27
C  -0.34091  -0.15352  -0.79373  -0.26
C  0.27098  -0.02684  0.59244  -0.25
H  -0.89125  0.63936  -1.36749  0.24
H  -0.18008  -1.10893  -1.21967  0.21
H  0.85143  -0.92548  0.79758  0.22
H  0.63283  0.98819  1.04531  0.23

## Properties
Net charge = 0
Relative energy (zero: lowest compared OMol25 entry of this formula, charge and spin) = 671.2 kJ/mol
Energy = -9208.267 eV
LUMO energy = 0.35 eV
Spin multiplicity = 1
SMILES string = O=[N+]([O-])N1CC1


[6]
Here is a molecular structure, C26H20N2O7P2S2Sc at a distorted geometry from the Open Molecules 2025 dataset. Energies are from wB97M-V/def2-TZVPD.

Each line ends with the natural charge from an NBO analysis.
Positions of all 60 atoms, in Å:
Sc  0.80649  0.81711  -0.48664  1.85
C  4.69647  0.53205  -1.33560  -0.17
C  4.44700  -0.12192  -0.13676  -0.19
C  3.64729  0.46735  0.83134  -0.20
C  3.07221  1.73187  0.59627  -0.39
C  3.34860  2.39366  -0.61479  -0.23
C  4.15147  1.78382  -1.57242  -0.14
H  5.32693  0.07333  -2.08021  0.25
H  4.89180  -1.08592  0.05740  0.23
H  3.56011  -0.00820  1.80364  0.22
H  2.63319  2.30672  1.42239  0.25
H  3.00371  3.41070  -0.77496  0.26
H  4.36406  2.29948  -2.49637  0.24
S  2.70193  0.45310  5.03355  0.43
C  2.95340  0.21358  6.70518  -0.37
C  1.89333  -0.39445  7.30646  -0.25
C  0.85145  -0.68104  6.40905  -0.19
C  1.11493  -0.27786  5.11997  -0.24
C  0.28985  -0.38082  3.94223  -0.08
C  0.73376  0.20534  2.73793  0.11
N  0.10089  0.14785  1.57871  -0.54
C  -1.08953  -0.51393  1.54749  0.13
C  -1.64936  -1.11027  2.70652  0.01
C  -2.90316  -1.79045  2.60226  -0.18
C  -3.54578  -1.89870  1.41624  -0.17
C  -3.01787  -1.30219  0.23029  -0.08
C  -3.65799  -1.39127  -1.00856  -0.11
C  -3.13262  -0.73195  -2.11824  0.01
C  -1.94048  0.00983  -1.92308  0.11
N  -1.28020  0.05032  -0.78041  -0.54
C  -1.79715  -0.58953  0.30276  0.22
C  -3.74801  -0.81568  -3.41690  -0.28
C  -4.95897  -1.38887  -3.74460  -0.20
C  -5.23008  -1.36459  -5.11895  -0.25
C  -4.23018  -0.77343  -5.83500  -0.38
S  -2.94430  -0.22799  -4.85012  0.46
C  -0.93935  -1.03475  3.90795  -0.11
H  3.87358  0.53852  7.14919  0.25
H  1.86207  -0.62235  8.35681  0.24
H  -0.06148  -1.16071  6.71061  0.23
H  1.66205  0.76000  2.76253  0.21
H  -3.32424  -2.22468  3.49674  0.23
H  -4.48160  -2.43107  1.34114  0.23
H  -4.55997  -1.97702  -1.09317  0.23
H  -1.53755  0.58913  -2.75079  0.24
H  -5.64344  -1.80184  -3.02595  0.22
H  -6.12000  -1.77200  -5.56511  0.24
H  -4.17941  -0.63334  -6.89678  0.25
H  -1.35628  -1.49177  4.79239  0.23
O  0.46816  -0.71437  -3.50477  -1.00
P  1.87331  -0.19780  -2.90124  2.56
O  3.03349  -0.66686  -3.63837  -1.06
O  1.73842  -0.49332  -1.39507  -1.12
O  1.72679  1.42213  -3.02594  -1.12
P  0.83604  2.73691  -2.61908  2.56
O  -0.46361  2.55318  -3.53688  -0.99
O  1.57974  3.95939  -2.87800  -1.07
O  0.35667  2.46178  -1.18075  -1.12
H  0.64325  -1.09637  -4.36867  0.53
H  -0.44985  3.25019  -4.19284  0.53

## Properties
Net charge = +1
Relative energy (zero: lowest compared OMol25 entry of this formula, charge and spin) = 136.5 kJ/mol
Energy = -105554.532 eV
LUMO energy = -4.06 eV
Spin multiplicity = 1


Which formula does entry 2 have? C35H67BrClIN3O14S